63
Properties=species:S:1:pos:R:3 method="wB97M-V/def2-TZVPD" charge=+1 mol_weight_g_mol=792.34 orbital_gap_ev="7.29 / 7.50" spin_multiplicity=3 relative_energy_kcal_mol=0.0 homo_energy_ev="-9.93 / -10.80"
W -0.0918 -0.1841 -0.0179
O 1.5838 0.9249 0.2736
C 2.8319 0.4886 0.3374
C 3.8554 1.1658 -0.3316
C 5.1584 0.7255 -0.2208
C 5.4919 -0.3785 0.5699
C 4.4962 -1.0363 1.2531
C 3.1610 -0.6254 1.1302
C 2.1379 -1.2730 1.8991
N 0.8714 -1.1208 1.7410
C -0.0216 -1.8087 2.6718
C -1.1915 -0.8786 2.8625
N -1.6657 -0.5641 1.5112
C -2.9385 -0.4817 1.3460
C -3.6181 -0.2769 0.0993
C -4.9906 0.0226 0.0972
C -5.6811 0.1295 -1.0854
C -5.0067 -0.1095 -2.2887
C -3.6677 -0.4336 -2.3100
C -2.9414 -0.5026 -1.1122
O -1.6609 -0.8167 -1.1376
H 3.5974 2.0226 -0.9393
H 5.9396 1.2506 -0.7556
H 6.5196 -0.7026 0.6498
H 4.7320 -1.8828 1.8877
H 2.4752 -1.9270 2.7047
H 0.4836 -2.0294 3.6131
H -0.3544 -2.7449 2.2148
H -0.8593 0.0493 3.3358
H -1.9815 -1.3309 3.4626
H -3.5736 -0.5984 2.2248
H -5.4971 0.1732 1.0434
H -6.7329 0.3764 -1.0879
H -5.5490 -0.0448 -3.2235
H -3.1462 -0.6313 -3.2376
C 1.3048 2.0373 4.1806
Se -0.1767 2.9286 3.2912
C 0.8401 3.4703 1.7140
C -0.0509 3.6994 0.5126
Se -1.3034 2.2225 0.1894
C -1.6815 2.7209 -1.6503
H 2.0765 2.7573 4.4389
H 1.7098 1.2663 3.5262
H 0.9185 1.5870 5.0928
H 1.5439 2.6686 1.5090
H 1.3825 4.3869 1.9408
H 0.5414 3.8210 -0.3942
H -0.6903 4.5734 0.6379
H -2.1660 3.6942 -1.6388
H -2.3570 1.9739 -2.0588
H -0.7624 2.7456 -2.2281
O 0.6643 -2.0275 -0.6394
N 0.5736 -2.3192 -1.9525
C 0.5060 -3.6292 -2.2643
C 0.4842 -4.0310 -3.5694
C 0.5326 -3.0555 -4.5695
C 0.5912 -1.7286 -4.2237
C 0.6056 -1.3366 -2.8791
S 0.7053 0.2948 -2.3502
H 0.4757 -4.2898 -1.4122
H 0.4285 -5.0836 -3.8009
H 0.5169 -3.3435 -5.6116
H 0.6209 -0.9499 -4.9717

***

22
Properties=species:S:1:pos:R:3 method="wB97M-V/def2-TZVPD" mol_weight_g_mol=173.24 orbital_gap_ev=9.78 relative_energy_kcal_mol=0.0 homo_energy_ev=-9.11
C 0.9933 0.3186 -2.4769
C 2.5369 0.9549 -0.5957
C 2.3669 1.5787 0.7928
C 0.3189 0.2910 -0.1634
C -1.5436 -0.7628 0.6081
C -2.8839 -1.3927 0.2051
H -0.0521 0.2235 -2.6591
H 1.5254 -0.6270 -2.6262
H 1.4144 1.0858 -3.1165
H 3.0990 0.0380 -0.5712
H 3.0513 1.6245 -1.3286
H 2.2463 2.6485 0.7960
H 3.2097 1.2622 1.4533
H -3.5727 -0.5202 0.0624
H -3.2292 -2.0560 1.0245
H -3.6747 -2.3167 -1.5013
H -2.1444 -1.7714 -1.6950
N 1.1955 0.6796 -1.0987
N -0.7931 -0.2413 -0.4534
N -2.7807 -2.2266 -1.0091
O -1.2737 -0.5756 1.7969
S 0.8896 0.7253 1.4683

***

17
Properties=species:S:1:pos:R:3 method="wB97M-V/def2-TZVPD" mol_weight_g_mol=102.13 orbital_gap_ev=9.33 smiles="C=C/C=C(/C)O.O" relative_energy_kcal_mol=57.3 homo_energy_ev=-8.39
C -2.6353 -0.3833 1.5078
C -1.3970 -0.6033 1.8992
C -0.3296 0.4180 1.8319
C 0.2046 0.9391 0.7252
O -0.3963 0.8944 -0.4872
C 1.3224 1.9288 0.7248
H -3.4576 -1.1011 1.5275
H -3.0471 0.5195 1.0874
H -1.0473 -1.5871 2.1918
H 0.2427 0.6008 2.7300
H -1.1224 0.2701 -0.5852
H 1.1185 2.8473 1.2733
H 1.5776 2.1792 -0.3012
H 2.2670 1.5491 1.0893
H 2.5488 -3.5473 -4.9526
H 2.0959 -2.1812 -5.5205
O 2.0551 -2.7431 -4.7416

***

75
Properties=species:S:1:pos:R:3 method="wB97M-V/def2-TZVPD" charge=-1 mol_weight_g_mol=456.02 orbital_gap_ev=2.59 homo_energy_ev=-1.18
C 3.6218 -0.8505 -0.5152
C 2.4484 -1.8221 -0.5197
Al 2.3687 -3.4310 0.6903
F 2.2461 -2.9305 2.3173
C 4.0171 -4.6147 0.5491
C 4.0548 -5.6028 1.7176
C 5.2327 -5.4645 2.6306
Cl 5.2334 -3.9852 3.6250
C 0.7322 -4.4621 0.0057
O 0.9207 -5.1564 -1.0426
O -0.3888 -4.2999 0.5790
H 4.6092 -1.2801 -0.5749
H 3.4678 -0.2241 -1.3974
H 3.5418 -0.1964 0.3438
H 2.2604 -2.1798 -1.5261
H 1.5756 -1.2500 -0.2184
H 4.9566 -4.0700 0.4985
H 3.8551 -5.1633 -0.3667
H 3.1300 -5.6126 2.2818
H 4.1598 -6.6079 1.3150
H 5.3028 -6.3120 3.2961
H 6.1394 -5.4320 2.0471
C 0.4685 0.1630 -3.8485
C 0.1781 -0.5262 -2.5199
C -1.3082 -0.5769 -2.1927
C -1.9565 0.7410 -1.7184
P -1.7175 1.2245 0.0064
C -2.0928 -0.2381 1.0053
C -3.3939 -1.0189 0.7723
C -4.7059 -0.4041 1.2702
C -4.6774 0.0877 2.7146
C -2.9505 2.4814 0.4134
C -2.9534 3.8514 -0.2845
C -1.8549 4.8413 0.1114
C -1.6095 4.9641 1.6115
C -0.0475 1.5892 0.5806
C 0.8792 2.7606 0.1810
C 1.0313 3.1170 -1.3096
C 2.3254 2.4800 -1.7889
H 0.0793 1.1874 -3.8857
H 1.5426 0.2092 -4.0208
H 0.0224 -0.3952 -4.6733
H 0.7406 -0.0445 -1.7213
H 0.5541 -1.5454 -2.5663
H -1.4804 -1.3535 -1.4446
H -1.8472 -0.8965 -3.0861
H -3.0447 0.6265 -1.8009
H -1.7134 1.5689 -2.3887
H -1.9798 0.0439 2.0550
H -1.2607 -0.9236 0.8111
H -3.2613 -1.9798 1.2714
H -3.4953 -1.2502 -0.2901
H -5.4771 -1.1705 1.1787
H -5.0334 0.4032 0.6091
H -4.5423 -0.7436 3.4075
H -5.6156 0.5812 2.9683
H -3.8770 0.8067 2.8965
H -2.9925 2.5863 1.4987
H -3.8944 2.0057 0.1358
H -3.9216 4.3063 -0.0639
H -2.9276 3.7068 -1.3673
H -2.1265 5.8216 -0.2850
H -0.9261 4.5776 -0.3961
H -2.4718 5.3983 2.1214
H -0.7520 5.6082 1.8040
H -1.3922 4.0015 2.0777
H 0.4897 0.6472 0.4209
H -0.1671 1.6390 1.6700
H 1.8556 2.4730 0.5723
H 0.6085 3.6553 0.7442
H 1.0351 4.2008 -1.4453
H 0.2017 2.7486 -1.9209
H 3.1901 2.9324 -1.3017
H 2.4981 2.5359 -2.8622
H 2.2820 1.4422 -1.4626

***

6
Properties=species:S:1:pos:R:3 method="wB97M-V/def2-TZVPD" mol_weight_g_mol=425.80 orbital_gap_ev="7.89 / 5.68" relative_energy_kcal_mol=59.8 homo_energy_ev="-8.86 / -8.18"
C 0.8388 -0.0210 -0.5731
S 3.0542 0.2868 1.9184
I 1.3547 1.7207 -1.5475
I 1.6579 -1.8203 -1.0709
I 4.4795 -0.3265 0.1194
H 0.1072 0.1885 0.1583

***

19
Properties=species:S:1:pos:R:3 method="wB97M-V/def2-TZVPD" charge=-1 mol_weight_g_mol=106.14 orbital_gap_ev=7.51 relative_energy_kcal_mol=15.2 homo_energy_ev=-3.52
C 0.2112 0.3766 1.8879
N -0.6933 0.0659 0.8011
C 0.6878 -1.9182 0.1816
C -0.2742 -0.8274 -0.2613
C 0.4278 -0.0554 -1.4179
O -0.3158 0.9058 -2.0478
H 0.3971 -0.5382 2.4684
H 1.2417 0.6138 1.5323
H -0.1208 1.2628 2.4082
H -1.1071 0.9201 0.4470
H 0.9132 -2.5360 -0.6917
H 0.3412 -2.6166 0.9446
H 1.5645 -1.4007 0.5536
H -1.2186 -1.1611 -0.6992
H 0.7524 -0.8209 -2.1310
H 1.3183 0.4389 -1.0024
H -0.8459 1.7020 -1.4655
H -1.9396 3.0564 -1.0310
O -1.3399 2.5320 -0.4770

***

17
Properties=species:S:1:pos:R:3 method="wB97M-V/def2-TZVPD" mol_weight_g_mol=72.15 orbital_gap_ev=11.24 smiles="C=C.CCC" relative_energy_kcal_mol=61.9 homo_energy_ev=-10.06
C 1.9708 -1.6542 0.8802
C 1.4208 -1.5910 -0.3392
H 2.9953 -1.2877 1.1839
H 1.3300 -1.9835 1.6970
H 2.0358 -1.5307 -1.1559
H 0.4150 -1.9369 -0.3330
C -1.6556 -0.2147 -0.4099
C -0.9134 1.1361 -0.6725
C -0.5369 2.0851 0.5058
H -1.3884 -0.6346 0.6935
H -1.5403 -1.0177 -1.0779
H -2.7333 0.1126 -0.2433
H -1.5893 1.6274 -1.3469
H -0.0589 0.8604 -1.3250
H 0.4691 2.6316 0.2937
H -1.3220 2.8337 0.3470
H -0.3272 1.7569 1.4804

***

24
Properties=species:S:1:pos:R:3 method="wB97M-V/def2-TZVPD" mol_weight_g_mol=155.20 orbital_gap_ev=9.43 smiles="Cc1c[nH]cn1.CCC(N)=O" relative_energy_kcal_mol=59.6 homo_energy_ev=-8.73
C -0.7366 -2.2116 -1.2046
C -2.0457 -2.5910 -0.4626
C -1.1682 -1.4761 -2.4423
O -2.1258 -1.9769 -2.9148
N -0.2140 -0.5665 -2.7546
H -0.0533 -1.8958 -0.4017
H -0.0748 -3.1057 -1.3212
H -2.0324 -3.6086 -0.1009
H -2.8562 -2.2353 -0.9638
H -0.3132 0.0406 -3.5556
H 0.2400 0.0799 -2.0744
H -1.9400 -2.0744 0.4493
C 2.6888 2.2105 0.5056
C -0.1230 0.4886 1.9816
C 1.5057 1.6931 1.1597
C 0.7678 2.5350 2.0645
N 0.8677 0.4502 1.1132
N -0.2914 1.7062 2.5326
H -1.0682 -0.1442 2.0066
H -1.0399 2.1402 3.0162
H 0.9936 3.5161 2.4968
H 3.4664 1.4761 0.5064
H 3.1122 3.1873 0.8561
H 2.4405 2.3625 -0.4920

***

Results for electronic energy: -6627.429123; -872.924667; -346.934127; -2160.811806; -1329.856352; -364.831229; -197.610464; -513.967864 (in a.u., following the order of the records).